# 1
Here is a structure of composition C11H10ClO2PdS2 from the Open Molecules 2025 dataset. Energies are from ωB97M-V/def2-TZVPD.

The geometry in XYZ format:
```
27
Properties=species:S:1:pos:R:3:forces:R:3
Pd 0.04505 1.06167 -1.20792 0.130 -0.233 0.017
Cl 0.39243 -6.45491 -0.66522 -0.025 -0.126 0.019
C 0.56389 -4.74204 -0.96973 -0.129 0.001 -0.015
C 1.83128 -4.15847 -0.90269 -0.001 0.153 -0.040
C 1.97864 -2.81481 -1.13061 0.089 -0.090 0.038
C 0.87541 -1.96205 -1.43441 -0.333 -0.204 0.003
O 1.08316 -0.72044 -1.62565 0.074 0.082 0.018
C -0.40738 -2.60733 -1.52427 0.350 0.351 0.011
C -1.60906 -1.88804 -1.91247 -0.123 0.005 0.066
O -1.70904 -0.72272 -2.24142 -0.035 -0.003 -0.126
C -0.53174 -3.97882 -1.27640 0.015 -0.060 0.005
H 2.68873 -4.77526 -0.66555 0.013 0.003 0.005
H 2.95353 -2.34873 -1.07160 0.005 0.015 0.004
H -2.52683 -2.51889 -1.89566 0.037 -0.014 -0.030
H -1.51280 -4.43644 -1.34049 -0.003 -0.012 0.001
C 0.07501 2.85974 3.03216 -0.004 0.012 -0.011
C -0.08996 2.64647 1.55093 -0.197 0.400 -0.200
S 0.24686 1.02300 0.99895 0.197 -0.180 -0.087
C -0.48348 3.57779 0.67278 0.128 -0.136 0.336
C -0.83346 4.99313 1.02885 0.036 -0.076 0.042
S -0.61516 3.17085 -1.02391 -0.207 0.018 -0.132
H 0.43414 1.94007 3.49477 0.008 0.011 0.057
H -0.87061 3.12667 3.51093 -0.003 -0.008 0.016
H 0.79877 3.64899 3.25015 0.008 -0.003 0.014
H -0.73359 5.16194 2.10175 -0.011 0.038 0.003
H -1.86257 5.22005 0.73907 -0.007 0.026 -0.009
H -0.18125 5.69856 0.50764 -0.014 0.030 -0.004
```
Forces are in eV/Å.

## Properties
Multiplicity = 1
Frontier orbital gap = 0.2308 hartree
Charge = -1
Energy relative to the best compared isomer or geometry (same formula, charge and spin) = 0.0 kJ/mol
HOMO level = -3.57 eV



# 2
Here is the molecule C11H10N2 from the Open Molecules 2025 dataset. Energies are from ωB97M-V/def2-TZVPD.

The geometry in XYZ format:
```
23
Properties=species:S:1:pos:R:3:forces:R:3
C -1.18376 2.34184 0.53829 1.790 -1.857 0.382
C -1.55263 0.88400 0.16730 -2.664 2.021 0.463
C -2.92019 0.54453 0.08217 -0.746 0.671 -1.342
C -3.33092 -0.74530 -0.29998 -0.980 2.456 0.721
C -2.35193 -1.66566 -0.27303 0.395 -2.521 -1.273
C -0.67508 -0.14068 0.00952 2.019 -0.173 0.555
C 0.84387 0.06256 0.08222 -1.157 -1.917 -0.986
C 1.55288 0.99722 -0.63979 -0.830 1.082 0.615
C 2.89457 0.79811 -0.68502 2.997 2.019 -2.568
C 3.53380 -0.23864 -0.07799 1.582 -1.138 0.302
C 1.59327 -1.00688 0.57492 1.256 1.203 1.016
H -1.31070 3.12156 -0.23032 0.648 -0.657 -0.102
H -0.13064 2.15741 0.96840 -1.384 1.409 -0.793
H -1.79982 2.69220 1.33887 -0.455 -0.063 0.712
H -3.67177 1.37631 0.11135 0.737 -0.884 0.157
H -4.34306 -0.96707 -0.62191 0.056 -0.006 0.423
H -2.48527 -2.71852 -0.52436 -0.627 0.112 0.221
H 1.09417 1.91239 -1.03072 0.144 -0.586 -0.205
H 3.58547 1.41865 -1.34803 -1.274 -0.465 1.043
H 4.58230 -0.51294 -0.16087 0.233 1.030 -0.366
H 1.20772 -1.72967 1.16860 -2.289 -2.136 1.300
N -1.09190 -1.39163 -0.15697 2.230 0.222 0.399
N 2.92738 -1.14221 0.65088 -1.679 0.179 -0.674
```
Forces are in eV/Å.

## Properties
Multiplicity = 1
Frontier orbital gap = 0.3572 hartree
Energy relative to the best compared isomer or geometry (same formula, charge and spin) = 149.8 kJ/mol
SMILES string = Cc1cccnc1-c1cccnc1
HOMO level = -9.10 eV



# 3
Here is a structure of composition C11H11Cl4N5O5SW from the Open Molecules 2025 dataset. Energies are from ωB97M-V/def2-TZVPD.

The geometry in XYZ format:
```
38
Properties=species:S:1:pos:R:3:forces:R:3
W -0.07859 0.00838 0.00388 0.222 0.367 0.404
N -0.83581 -1.75127 1.17613 -0.018 -0.033 0.176
C 0.00467 -1.92824 2.38573 0.017 0.020 -0.037
C 0.45103 -0.56492 2.89962 0.055 -0.047 -0.005
O 0.70189 -0.36303 4.07011 0.034 0.001 -0.004
N 0.58604 0.32062 1.87356 -0.190 -0.004 -0.192
C 1.08858 1.65876 2.13242 0.000 0.082 -0.040
C 0.62510 2.60412 1.02089 0.032 0.076 0.008
O 0.96086 3.75851 0.98777 -0.043 -0.016 0.025
O -0.19644 2.04549 0.13507 -0.059 -0.285 -0.044
H -1.80678 -1.66656 1.45485 -0.033 -0.034 -0.050
H -0.75166 -2.55288 0.55877 0.023 -0.010 -0.004
H 0.90227 -2.47430 2.09242 -0.007 -0.024 0.014
H -0.50256 -2.48455 3.17120 -0.016 0.025 0.014
H 2.18008 1.67943 2.15533 0.003 -0.010 -0.002
H 0.73636 2.04307 3.09101 -0.002 -0.032 0.016
Cl 6.03737 -0.90442 -3.02416 0.001 0.003 0.000
C 4.47918 -1.18960 -2.34524 0.016 -0.003 -0.007
C 4.01545 -2.49449 -2.18364 0.001 -0.004 0.000
Cl 4.99942 -3.83186 -2.64669 -0.002 -0.003 -0.004
C 2.74859 -2.72520 -1.64487 -0.057 0.016 -0.067
Cl 2.12127 -4.31729 -1.42771 -0.008 -0.021 0.005
C 1.96063 -1.64782 -1.27673 -0.019 -0.009 -0.012
O 0.72759 -1.72158 -0.77896 -0.115 0.048 -0.014
C 2.44256 -0.34351 -1.39790 -0.019 0.003 -0.057
O 1.61491 0.58652 -0.93251 0.070 -0.039 0.047
C 3.69124 -0.10552 -1.95204 -0.024 -0.004 0.017
Cl 4.22626 1.52089 -2.11138 0.004 0.014 0.000
N -1.06764 0.45958 -2.02026 0.043 -0.148 0.051
N -2.45537 0.26362 -2.16737 -0.018 0.262 -0.205
C -3.23506 0.55004 -1.09486 0.050 -0.159 0.201
N -4.51962 0.83927 -1.36114 -0.104 -0.231 0.025
S -2.64568 0.54607 0.46999 0.052 0.063 -0.171
H -0.82914 1.44762 -2.13632 0.055 -0.010 -0.073
H -0.57704 -0.10627 -2.70627 0.007 -0.025 0.001
H -2.82422 0.50746 -3.07790 0.008 0.046 0.015
H -4.92921 0.58616 -2.24661 0.030 0.102 -0.031
H -5.14810 0.87802 -0.57543 0.011 0.023 0.001
```
Forces are in eV/Å.

## Properties
Multiplicity = 1
Frontier orbital gap (spin up / spin down) = 0.2398 / 0.2344 hartree
Energy relative to the best compared isomer or geometry (same formula, charge and spin) = 4.8 kJ/mol
HOMO level (spin up / spin down) = -7.25 / -7.06 eV



# 4
Here is a structure of composition C11H11ClN2O2S2Se2TaTe2 from the Open Molecules 2025 dataset. Energies are from ωB97M-V/def2-TZVPD.

The geometry in XYZ format:
```
34
Properties=species:S:1:pos:R:3:forces:R:3
Ta 0.36148 -0.38709 0.11976 -0.560 0.369 0.131
Se -0.72480 0.83100 -1.87833 0.064 0.210 -0.075
Te -0.58855 -1.58272 -2.22122 0.141 -0.244 -0.133
Te 2.19545 -1.91936 -1.97737 0.004 0.099 -0.024
Se 2.68735 0.14459 -0.62519 0.017 -0.127 -0.070
O 1.91040 3.32921 2.01085 -0.105 -0.032 -0.007
C 0.95886 3.47220 2.96113 0.103 0.056 -0.009
C 1.18751 4.46406 3.91577 -0.054 -0.025 0.010
C 0.27210 4.68887 4.91916 0.007 0.030 0.019
C -0.90033 3.93478 5.00118 0.034 -0.017 -0.048
C -1.12718 2.95285 4.06778 -0.005 0.006 0.062
C -0.20667 2.69508 3.03774 -0.229 -0.013 0.035
C -0.50835 1.60693 2.10609 0.157 0.128 0.032
O 0.34352 1.38448 1.10594 0.241 -0.263 -0.109
N -1.54791 0.85959 2.24298 0.079 -0.170 -0.272
N -1.57928 -0.13943 1.24215 -0.321 0.306 0.255
C -2.77421 -0.63539 1.14424 -0.082 -0.176 -0.040
S -4.07964 -0.02997 2.11570 0.149 0.052 0.039
C -5.25732 -1.31215 1.62335 -0.063 -0.104 -0.086
C -4.97098 -1.70142 0.18740 -0.090 0.039 0.091
S -3.18043 -1.93407 0.04907 0.092 0.036 -0.005
H 1.60163 2.66689 1.37619 0.047 -0.010 -0.009
H 2.09392 5.04831 3.83977 0.013 -0.014 -0.023
H 0.46786 5.46439 5.64821 -0.007 -0.003 0.001
H -1.61841 4.11739 5.78767 0.002 0.005 0.002
H -2.02430 2.35097 4.11750 0.014 -0.007 -0.021
H -6.25852 -0.89534 1.72507 0.009 0.013 0.003
H -5.16170 -2.16851 2.29003 0.021 0.028 0.024
H -5.28518 -0.92477 -0.50806 0.044 -0.010 -0.024
H -5.44307 -2.64486 -0.08149 0.008 -0.005 -0.008
Cl 0.92068 -1.35945 2.38468 0.030 -0.444 -0.011
C 0.19924 -2.37318 1.01966 0.252 0.518 0.197
H -0.75923 -2.74450 1.36246 0.058 -0.137 0.035
H 0.92366 -3.14036 0.77217 -0.071 -0.091 0.038
```
Forces are in eV/Å.

## Properties
Multiplicity = 1
Frontier orbital gap = 0.2222 hartree
Charge = +1
Energy relative to the best compared isomer or geometry (same formula, charge and spin) = 0.0 kJ/mol
HOMO level = -10.86 eV



# 5
Here is a structure of composition C11H11ClN2O2Ti from the Open Molecules 2025 dataset. Energies are from ωB97M-V/def2-TZVPD.

The geometry in XYZ format:
```
28
Properties=species:S:1:pos:R:3:forces:R:3
Cl -0.36983 2.83525 -0.95742 0.198 -0.703 0.127
C -0.84841 -1.37510 -1.20959 1.167 -0.040 -0.093
C 0.52499 -1.47783 -0.77520 -0.523 0.023 -1.216
C 1.28903 -0.50142 -1.49496 -0.527 -0.318 -0.551
H 0.96422 -2.26999 -0.17012 -0.156 0.486 0.083
C 0.41158 0.15158 -2.43080 -0.231 -0.383 0.046
C -0.91670 -0.34536 -2.19632 0.883 -0.210 -0.277
H -1.79594 -0.03581 -2.76659 0.229 -0.057 0.358
H -1.65450 -2.05450 -0.93741 0.077 0.385 0.139
H 2.36383 -0.33501 -1.42893 -0.291 -0.195 -0.054
C 0.81611 1.11482 -3.49471 0.075 0.407 -0.122
Ti -0.20494 0.67398 -0.29143 -1.095 0.333 0.929
C 1.62942 1.51242 0.38191 5.046 2.892 1.362
O 2.56985 2.11033 0.69068 -3.955 -2.637 -1.202
C -2.04319 1.48921 0.74186 -3.194 2.815 2.638
O -2.68798 2.16977 1.41335 2.350 -2.804 -2.626
H 1.72134 1.66664 -3.21713 -0.200 -0.078 -0.035
H 0.01584 1.83152 -3.71354 0.201 -0.174 0.042
H 1.04441 0.58046 -4.42782 -0.108 -0.054 0.283
N -0.40349 -1.58581 1.95356 -0.219 -0.612 0.095
C -0.47098 -1.77841 3.27447 0.142 0.780 -0.173
C -0.28714 -0.53483 3.85945 0.103 0.524 0.283
C -0.11769 0.37835 2.82440 -0.264 -1.290 -0.200
N -0.20887 -0.28366 1.63691 0.361 0.397 -0.270
H -0.48250 -2.33219 1.26292 -0.042 0.685 0.255
H -0.64142 -2.74950 3.70821 0.018 -0.057 -0.024
H -0.27127 -0.29957 4.90668 -0.008 -0.079 0.148
H 0.05421 1.44466 2.85755 -0.037 -0.037 0.055
```
Forces are in eV/Å.

## Properties
Multiplicity = 1
Frontier orbital gap = 0.2871 hartree
Charge = +2
Energy relative to the best compared isomer or geometry (same formula, charge and spin) = 0.0 kJ/mol
HOMO level = -17.50 eV



# 6
Here is a structure of composition C11H11ClN2O2V from the Open Molecules 2025 dataset. Energies are from ωB97M-V/def2-TZVPD.

The geometry in XYZ format:
```
28
Properties=species:S:1:pos:R:3:forces:R:3
Cl 1.55120 -2.42297 -1.38265 -0.890 0.728 0.611
C 0.48932 1.54360 -1.16919 -0.880 0.059 -0.627
C -0.91570 1.46928 -0.85042 0.438 0.204 -0.467
C -1.48478 0.43011 -1.63074 0.016 -0.559 -0.441
H -1.47744 2.17033 -0.23645 0.192 -0.376 0.043
C -0.45559 -0.13792 -2.47053 -0.369 0.388 0.452
C 0.76572 0.54520 -2.14118 -0.367 0.402 0.013
H 1.72493 0.35875 -2.61116 -0.081 -0.036 0.172
H 1.17877 2.30556 -0.81105 -0.031 -0.397 0.130
H -2.53093 0.10943 -1.64786 0.383 0.293 0.025
C -0.63531 -1.24513 -3.44807 -0.106 -0.075 0.054
V 0.06888 -0.49323 -0.28324 4.094 2.674 -0.549
C -1.24202 -1.67859 0.39896 -6.607 -6.694 3.840
O -1.97333 -2.42002 0.94065 3.878 4.087 -2.910
C 1.68230 -1.46995 0.44182 3.143 -2.067 3.500
O 2.45756 -1.84449 1.25602 -2.680 1.460 -3.226
H -1.49047 -1.86395 -3.17293 0.092 -0.082 0.010
H 0.27004 -1.84438 -3.49518 -0.121 -0.067 -0.202
H -0.84937 -0.87632 -4.45564 0.105 0.272 0.112
N 0.48399 0.38385 3.82627 -0.489 -0.302 -1.852
C 0.30801 1.71670 3.44025 0.083 -0.765 -0.312
C 0.11974 1.70740 2.09007 -0.005 -0.236 0.403
N 0.17056 0.37857 1.64735 -0.265 -0.119 -1.177
C 0.37582 -0.38782 2.71308 0.386 0.401 1.926
H 0.64822 -0.00623 4.74786 -0.043 0.332 0.017
H 0.32852 2.52096 4.14927 0.056 0.134 0.075
H -0.04275 2.52643 1.39601 0.111 -0.227 0.482
H 0.47409 -1.47521 2.75866 -0.046 0.570 -0.102
```
Forces are in eV/Å.

## Properties
Multiplicity = 2
Frontier orbital gap (spin up / spin down) = 0.2298 / 0.2515 hartree
Charge = +2
HOMO level (spin up / spin down) = -17.16 / -17.17 eV
Expectation value of S² = 0.836



- What is the formula in the fourth record?
  C11H11ClN2O2S2Se2TaTe2